1.
11
Properties=species:S:1:pos:R:3:forces:R:3:lowdin_charge:R:1 method="wB97M-V/def2-TZVPD" lumo_ha=0.0265 smiles="NC1=CN1.O=C=O"
N -1.91181 -0.55735 -0.36958 0.2240 0.1536 -0.0897 0.1434
C -0.94264 0.07867 0.32722 -0.0478 0.0843 0.2163 -0.4320
C -0.36518 1.00828 1.00094 -0.0727 0.2452 -0.0795 0.0110
O 1.81462 1.09465 -1.08771 0.3710 -0.5800 0.0324 0.1620
C 2.23196 0.02391 -0.88205 0.1249 -0.3321 -0.0597 -0.4525
O 2.72705 -1.02930 -0.76828 -0.2834 0.9164 -0.1451 0.1660
N 0.36097 -0.34466 0.77252 -0.1115 -0.2923 0.2648 0.0269
H -1.57826 -1.38467 -0.84636 -0.1385 0.1065 0.0156 0.1052
H -2.52445 0.03293 -0.91206 -0.0159 -0.0940 -0.0014 0.1015
H -0.02015 2.02015 1.15762 -0.1748 -0.3884 -0.0520 0.0872
H 0.25121 -0.93073 1.60844 0.1247 0.1808 -0.1017 0.0814

---

2.
67
Properties=species:S:1:pos:R:3:forces:R:3:lowdin_charge:R:1 method="wB97M-V/def2-TZVPD" lumo_ha="-0.0431 / -0.0356"
In -0.63370 0.84550 0.53914 -1.3259 0.2144 -0.6817 0.9655
C -2.28294 -1.57931 3.92523 0.5789 -0.5783 -0.4733 -0.0261
C -2.07840 -1.01889 2.54223 -0.7038 0.1051 -1.6758 -0.4328
O -1.26124 -0.00784 2.40435 0.1844 0.0419 0.1652 -0.1385
C -2.83061 -1.63223 1.52470 1.4772 0.2813 0.8240 -0.0387
C -3.04902 -1.22844 0.17824 1.6072 2.4464 0.4607 -0.3100
C -3.82381 -2.07584 -0.72459 -0.6172 -0.5644 -0.1145 -0.0349
N -2.56092 -0.02838 -0.20391 0.1189 -1.9609 2.2263 -0.0733
N -3.16576 0.67370 -1.16481 0.3490 2.2443 -1.8234 0.0640
C -2.71567 1.95592 -1.18365 -0.4902 -2.9885 0.5551 -0.4388
O -1.87931 2.43581 -0.33392 0.4507 0.0321 0.7461 -0.1145
C -3.08865 2.80164 -2.31229 -0.0756 0.1452 -0.6997 -0.1472
C -2.09591 3.73415 -2.64907 0.3376 0.3282 0.1810 -0.0158
C -2.36919 4.65367 -3.64157 -0.8549 -0.0834 -0.5269 -0.0746
C -3.54560 4.55027 -4.39067 0.3942 -0.4583 0.6640 -0.0969
C -4.46915 3.55471 -4.13414 -0.5780 -0.6954 0.2882 -0.0956
C -4.27393 2.66788 -3.07474 0.8651 0.7687 0.7708 -0.0165
H -1.70179 -1.01418 4.65284 -0.2703 -0.0753 0.0906 0.0793
H -1.92114 -2.62643 3.88039 -0.1187 0.4766 0.3524 0.0936
H -3.35607 -1.62183 4.12201 0.2144 0.1702 0.3374 0.0867
H -3.28594 -2.54311 1.85952 -0.3673 -0.3752 -0.1436 0.0993
H -4.79268 -2.31969 -0.28007 -0.0176 -0.0194 -0.2770 0.0938
H -3.28685 -3.01658 -0.90450 -0.0643 0.1178 0.2095 0.0944
H -3.91813 -1.56788 -1.66034 -0.4199 0.2216 -0.5951 0.0620
H -1.11039 3.74795 -2.12202 -1.2371 0.0000 -0.3559 0.1309
H -1.74528 5.49852 -3.84503 0.6398 0.1107 -0.0826 0.0952
H -3.74434 5.24341 -5.16566 -0.1025 0.6523 -0.6390 0.0857
H -5.38818 3.46522 -4.72199 0.3600 0.1639 0.1401 0.1031
H -5.04565 1.98330 -2.73238 0.2404 -0.0621 -0.2758 0.1086
O 1.83956 2.65831 -2.54303 -0.6885 -0.5118 0.6553 0.0407
C 2.08700 1.62771 -3.36040 0.1486 0.8137 0.0482 -0.2791
C 2.90544 1.93560 -4.44902 -0.3897 -0.8900 -0.3743 -0.0117
C 2.94681 1.02285 -5.48638 0.7531 -0.2278 -0.8498 -0.0804
C 2.26114 -0.21438 -5.41828 0.8880 1.1731 -0.4368 -0.1028
C 1.62028 -0.52948 -4.25161 0.1686 -1.2541 -0.3457 -0.0739
C 1.53016 0.35317 -3.20112 -0.4298 0.2284 0.5194 -0.0891
C 0.60773 0.04733 -2.03669 -1.1199 1.6491 0.0865 -0.3935
O 0.39928 1.18119 -1.27156 -0.3086 -0.4540 0.6119 -0.2113
N 1.03594 -1.01522 -1.19445 1.0917 -2.1493 2.1306 0.0568
N 0.83432 -0.96940 0.16305 1.9483 -0.2058 -1.5830 -0.0184
C 1.31066 -2.00325 0.88855 -0.7434 0.8267 -0.6859 -0.1768
C 2.03676 -1.82202 2.08661 0.4084 -0.7162 1.6140 -0.5309
Br 2.82664 -0.06734 2.56467 -0.9220 -0.6845 -0.8613 0.8086
C 2.40956 -2.87499 2.91109 -0.6344 0.5599 -0.8786 -0.0912
C 2.99724 -2.71304 4.23996 1.0036 0.1253 0.7911 -0.2741
C 4.13115 -3.48456 4.60446 -1.0426 -0.2837 -0.4883 -0.0314
C 4.71744 -3.38191 5.87565 -0.0195 0.1352 -0.7106 -0.0877
C 4.22720 -2.45708 6.78374 -1.4437 0.0983 -1.5859 -0.0701
C 3.12427 -1.63867 6.38966 1.0492 0.2509 0.8044 -0.0724
C 2.51345 -1.73265 5.15516 0.7637 -1.2672 -0.2906 -0.1037
H 1.10248 2.26191 -1.94149 0.8444 0.6806 -0.0027 0.0557
H 3.37165 2.91469 -4.42638 0.0383 -0.1817 -0.3147 0.1199
H 3.58338 1.22534 -6.37744 -0.6950 -0.0496 0.6721 0.1110
H 2.25214 -0.86767 -6.28088 0.1385 -0.1267 0.1752 0.0952
H 1.25943 -1.55515 -4.16722 -0.4566 0.2536 0.1073 0.1158
H -0.35450 -0.31639 -2.35824 -0.7746 0.1421 -1.0906 0.1423
H 1.55322 -1.78190 -1.65053 -0.3290 0.4009 0.8797 0.1685
H 1.08592 -3.02287 0.55596 0.5915 0.1656 -0.1182 0.1335
H 2.23071 -3.90775 2.53295 0.0241 0.8740 0.2965 0.1341
H 4.45567 -4.22691 3.84307 0.0799 0.5720 0.8053 0.1207
H 5.59571 -3.97962 6.10444 -0.2244 -0.0170 0.0641 0.1029
H 4.63244 -2.42527 7.76487 0.2823 0.3609 0.6303 0.0898
H 2.85438 -0.81909 7.05879 -0.2590 -0.4051 -0.0485 0.1042
H 1.68425 -1.09906 4.87519 -0.0067 -0.0198 0.1399 0.0829
O 0.58469 2.66007 1.47858 -1.1455 -0.0060 0.9106 -0.0316
H 1.22478 2.31353 2.11901 0.1303 -0.0535 -0.1094 0.0250
H -0.05809 3.17298 2.03600 0.7057 -0.4660 -0.8145 0.1148

---

The records above yield energy relative to the best compared isomer or geometry (same formula, charge and spin) values of 85.5, 22.4 kcal/mol, respectively.